1.
The following is a quantum chemistry calculation of one molecule with the formula C18H16BClN2O5, from the OMol25 dataset.

ΔE to the lowest compared entry with this formula, charge and spin ... 63.2 kcal/mol
LUMO energy ... -0.3 eV
HOMO level ... -8.92 eV

```
! RIJCOSX wB97M-V def2-TZVPD def2/J DEFGRID3
* xyz 0 1
N -4.9956 0.7041 0.0713
Cl -1.0109 5.3046 -1.1296
C -4.0230 1.2873 -0.2357
N -0.3356 1.5006 -0.3304
O 5.1354 -1.0893 2.1050
O 1.0414 3.4391 -0.5379
O 5.5617 -0.7573 -0.3681
O -1.7654 -0.2919 0.0435
O -1.9247 -3.1877 0.3940
B 4.9547 -0.4230 0.8929
C -0.2459 2.8115 -0.5621
C -1.5668 1.0465 -0.2750
C -2.5214 3.1545 -0.9393
C 1.9595 2.0739 1.2481
C 2.9867 1.2536 1.7083
C 2.9381 2.0149 -1.0197
C -1.2941 3.6320 -0.9485
C -2.7649 1.8526 -0.4742
C 2.0324 2.5259 -0.0853
C 3.8624 0.7545 0.7637
C 3.7905 0.9893 -0.6262
C 4.8795 0.0943 -1.3264
C -0.5888 -1.0707 0.0075
C -0.9626 -2.4982 -0.4754
C -4.1116 -3.4962 1.3121
C -4.3263 -3.4303 -0.2512
C -3.2276 -2.6837 0.5159
H 5.6622 -1.9171 2.2815
H -3.3694 3.8389 -0.9788
H 1.0970 2.4209 1.8258
H 3.0529 0.9581 2.7492
H 2.8260 2.2206 -2.0891
H 5.7290 0.7608 -1.7711
H 4.4125 -0.4556 -2.1921
H -0.0027 -0.6149 -0.7627
H -0.0504 -0.9736 1.0177
H -0.0662 -3.1933 -0.6410
H -1.4282 -2.4234 -1.4415
H -3.8495 -4.4641 1.6430
H -4.9225 -2.9814 1.8423
H -3.9839 -4.2730 -0.8673
H -5.1753 -2.8184 -0.6533
H -3.4086 -1.5952 0.5602
*
```

Results of the Löwdin charge analysis, in e, for atoms 1 through 6: 0.1778 0.7709 -0.1671 0.2181 0.1378 -0.0076


2.
The following is a quantum chemistry calculation of C18H16Cl2IrN4PS3 as an isolated structure, from the OMol25 dataset.

ΔE to the lowest compared entry with this formula, charge and spin ... 36.5 kcal/mol
LUMO energy ... -1.5 eV
HOMO level ... -7.80 eV

```
! RIJCOSX wB97M-V def2-TZVPD def2/J DEFGRID3
* xyz 0 1
Ir 0.1620 0.6775 -1.1727
Cl 0.2629 -2.8942 -0.2758
C 0.1962 -2.1192 1.2736
C -0.5056 -2.7821 2.2677
C -0.5515 -2.2450 3.5430
C 0.1064 -1.0598 3.8210
C 0.7893 -0.4053 2.8098
Cl 1.5711 1.0843 3.2295
C 0.8446 -0.8996 1.5001
S 1.7676 -0.0412 0.2600
H -0.9983 -3.7147 2.0349
H -1.0946 -2.7585 4.3248
H 0.0893 -0.6280 4.8112
S 0.6733 2.9348 -1.2754
C -0.1525 2.8846 0.2586
N -0.7879 1.7670 0.4700
C -1.3929 1.7301 1.7121
C -2.1918 0.7045 2.2048
C -2.7558 0.8646 3.4538
C -2.5217 2.0174 4.2107
C -1.7415 3.0476 3.7207
C -1.1886 2.9007 2.4547
S -0.2138 4.0295 1.5478
H -2.3537 -0.1873 1.6140
H -3.3941 0.0876 3.8521
H -2.9580 2.1055 5.1965
H -1.5652 3.9385 4.3076
C 3.1390 0.8954 -2.6883
P 1.5438 0.0404 -2.8017
C 0.9201 0.4485 -4.4562
C 2.0218 -1.6980 -2.9247
H 3.7651 0.5940 -3.5295
H 3.6307 0.6189 -1.7556
H 3.0044 1.9757 -2.6951
H 1.7114 0.3387 -5.1986
H 0.5447 1.4722 -4.4713
H 0.1036 -0.2249 -4.7154
H 2.7115 -1.8196 -3.7612
H 1.1545 -2.3331 -3.0960
H 2.5079 -1.9985 -1.9986
N -1.4674 -0.3205 -1.9883
C -1.6520 -1.1899 -2.7695
N -2.0026 -2.0969 -3.5652
C -1.2021 -2.6344 -4.4639
N -0.5298 -3.1073 -5.2762
*
```

Results of the Löwdin charge analysis, in e, for atoms 1 through 6: 0.6693 0.7197 -0.6621 -0.1128 -0.0710 -0.1208


3.
The following is a quantum chemistry calculation of C18H16Cl4InN3O10P2S2 as an isolated structure, from the OMol25 dataset.

ΔE to the lowest compared entry with this formula, charge and spin ... 12.2 kcal/mol
LUMO energy ... 3.9 eV
HOMO level ... -2.55 eV

```
! RIJCOSX wB97M-V def2-TZVPD def2/J DEFGRID3
* xyz -2 1
In 1.2577 1.7332 2.0726
Cl 4.8684 2.6667 -3.7897
C 4.3998 2.6200 -2.1234
C 5.1960 3.2005 -1.1545
Cl 6.6512 4.0246 -1.6021
C 4.8161 3.1147 0.1906
Cl 5.7865 3.8582 1.4161
C 3.6605 2.4474 0.5934
O 3.3207 2.3174 1.8423
C 2.7995 1.9028 -0.4156
O 1.6650 1.3473 -0.0428
C 3.2053 1.9916 -1.7449
Cl 2.1757 1.3055 -2.9574
O -0.6915 1.6937 4.2853
P 0.5759 0.9860 4.9906
O 0.6280 1.2416 6.4335
O 1.7909 1.3184 4.1218
O 0.2279 -0.5751 4.6954
P 0.5219 -1.2121 3.2364
O 2.0968 -1.5212 3.3098
O -0.2689 -2.4323 3.0218
O 0.3026 -0.1120 2.1914
H -1.0593 2.3302 4.9199
H 2.5605 -0.6854 3.5029
S 0.5473 4.1597 2.0536
C -0.0854 4.4363 3.5687
N -0.5691 4.7024 4.5877
C 0.8179 -3.7328 -0.9872
C 0.4023 -2.3074 -0.6433
C -1.1089 -2.2334 -0.4087
N -1.5790 -0.9527 0.1188
C -1.3875 0.2453 -0.4353
S -1.6484 1.6633 0.3901
N -1.0179 0.3147 -1.7860
C -1.5756 -0.2357 -2.8996
O -1.0598 -0.1353 -4.0008
C -2.9037 -0.9258 -2.7621
C -3.9185 -0.4533 -1.9379
C -5.1546 -1.0839 -1.9379
C -5.3823 -2.1855 -2.7483
C -4.3702 -2.6572 -3.5748
C -3.1404 -2.0223 -3.5876
H 1.8970 -3.7935 -1.1293
H 0.3317 -4.0718 -1.9065
H 0.5398 -4.4114 -0.1781
H 0.6827 -1.6233 -1.4462
H 0.9052 -1.9849 0.2653
H -1.3867 -2.9709 0.3443
H -1.6340 -2.4672 -1.3355
H -1.5466 -0.9004 1.1301
H -0.2060 0.9111 -1.9403
H -3.7511 0.4120 -1.3083
H -5.9478 -0.7093 -1.3031
H -6.3486 -2.6752 -2.7421
H -4.5448 -3.5131 -4.2152
H -2.3441 -2.3598 -4.2382
*
```

Results of the Löwdin charge analysis, in e, for atoms 1 through 6: 0.6222 0.6048 -0.7319 -0.7308 0.6040 -0.6138


4.
The following is a quantum chemistry calculation of C18H16ClF6N4OPdSSb as an isolated structure, from the OMol25 dataset.

ΔE to the lowest compared entry with this formula, charge and spin ... 90.7 kcal/mol
Expectation value of S² ... 0.787
LUMO energy (spin up / spin down) ... -4.7 / -6.1 eV
HOMO level (spin up / spin down) ... -11.43 / -11.38 eV

```
! RIJCOSX wB97M-V def2-TZVPD def2/J DEFGRID3
* xyz 1 2
Pd 0.4099 -0.2521 -0.0190
Cl -3.9672 5.7606 1.1971
C -2.7442 4.6055 0.9321
C -1.3999 4.9308 1.2056
C -0.4165 4.0348 0.9268
C -0.7146 2.7552 0.3521
O 0.2105 2.0093 -0.0891
C -2.1177 2.3811 0.2189
C -2.5857 1.0739 -0.1890
N -1.8729 0.0206 -0.2636
C -2.3789 -1.1521 -0.8310
C -3.6561 -1.6324 -0.6687
C -4.0829 -2.7706 -1.3749
C -3.2543 -3.3890 -2.2692
C -1.9303 -2.9289 -2.4536
C -1.0307 -3.4851 -3.3900
C 0.2358 -2.9805 -3.5018
C 0.6357 -1.9452 -2.6440
N -0.1794 -1.4070 -1.7680
C -1.4686 -1.8431 -1.6785
C -3.0839 3.3416 0.4568
H -1.1496 5.8983 1.6178
H 0.6191 4.2945 1.0932
H -3.6438 1.0248 -0.4691
H -4.3315 -1.1426 0.0212
H -5.0901 -3.1331 -1.2219
H -3.5943 -4.2415 -2.8430
H -1.3676 -4.2897 -4.0316
H 0.9382 -3.3735 -4.2220
H 1.6412 -1.5430 -2.6804
H -4.1236 3.0939 0.2860
C 4.1991 -1.4554 3.3945
N 2.8491 -1.7683 2.9478
C 2.4731 -1.8006 1.6897
N 3.3460 -1.5764 0.7233
S 0.8185 -2.2131 1.3226
H 4.2316 -1.5342 4.4762
H 4.4706 -0.4395 3.1054
H 4.9168 -2.1592 2.9692
H 2.1357 -1.9044 3.6434
H 4.1947 -1.0636 0.9138
H 3.0178 -1.5579 -0.2229
F 2.4015 0.5618 -0.8801
Sb 2.5742 2.1320 0.4149
F 2.0751 3.6956 -0.5703
F 4.1495 2.3552 -0.6188
F 2.4126 3.2031 1.9642
F 3.8230 1.0003 1.3915
F 1.4052 0.8089 1.6360
*
```

Results of the Löwdin charge analysis, in e, for atoms 1 through 6: 0.7871 0.8015 -0.6204 -0.0410 0.0501 -0.2607


5.
The following is a quantum chemistry calculation of one molecule with the formula C18H16ClN3O2S, from the OMol25 dataset.

ΔE to the lowest compared entry with this formula, charge and spin ... 5.4 kcal/mol
LUMO energy ... 0.2 eV
HOMO level ... -9.06 eV

```
! RIJCOSX wB97M-V def2-TZVPD def2/J DEFGRID3
* xyz 0 1
N 2.6193 -0.8374 -1.4700
O -1.3381 2.4136 -2.1377
O 1.2965 0.7833 4.0654
Cl -3.5076 -2.9910 -5.1986
C 2.9884 -1.0100 -0.3732
S 3.6097 -1.0964 3.5544
C -1.2892 1.3284 -1.5946
C 0.9294 0.8147 2.9101
C 4.7810 -2.0621 2.6414
C 4.5257 -2.0192 1.3022
C 3.3840 -1.1928 0.9711
C 2.8122 -0.5834 2.0464
C -3.4754 -0.5599 -4.0073
C -1.6384 -2.0567 -3.3559
C -2.9600 0.4414 -3.1609
C -1.1373 -1.0321 -2.5359
C -2.8449 -1.8158 -4.0596
C -1.8212 0.1827 -2.3708
N 1.6988 0.2774 1.8927
N -0.8017 1.2349 -0.2728
C -0.9144 -0.0314 0.4063
C -0.1517 2.4091 0.3773
C -1.2852 0.1290 1.8785
C -0.6123 2.5304 1.8564
C -0.5072 1.2261 2.6376
H 5.6165 -2.5753 3.1097
H 5.1177 -2.5499 0.5620
H -4.3524 -0.3840 -4.6026
H -1.1210 -3.0237 -3.4578
H -3.4145 1.4479 -3.1950
H -0.1835 -1.1868 -2.0278
H 1.3242 0.3323 0.9673
H 0.0555 -0.5406 0.3026
H -1.6042 -0.7392 -0.0522
H 0.9235 2.3490 0.3471
H -0.4088 3.3252 -0.1347
H -1.1633 -0.8202 2.4052
H -2.3809 0.3623 1.9005
H -1.6786 2.8438 1.8900
H -0.0539 3.2975 2.4088
H -1.0365 1.3790 3.5742
*
```

Results of the Löwdin charge analysis, in e, for atoms 1 through 6: 0.1665 0.0724 0.0656 0.6286 -0.1777 1.0593


6.
The following is a quantum chemistry calculation of C18H16CuN4 as an isolated structure, from the OMol25 dataset.

LUMO energy ... -3.2 eV
HOMO level ... -9.95 eV

```
! RIJCOSX wB97M-V def2-TZVPD def2/J DEFGRID3
* xyz 1 1
Cu 2.2865 -4.0817 15.9437
C 6.3970 -2.2881 16.4621
C 6.0858 -1.3145 17.4378
C 4.7767 -1.2729 17.9200
C 3.7694 -2.0384 17.3277
N 4.0564 -2.8030 16.2542
C 5.3068 -2.9545 15.8483
C 2.4145 -2.0346 17.8538
C 1.9283 -1.1400 18.8206
C 0.7128 -1.4112 19.4426
C -0.0421 -2.5322 19.0050
C 0.4812 -3.3333 17.9899
N 1.6796 -3.0407 17.4626
C -0.1484 -4.4977 17.4678
C -1.3183 -5.0816 17.9739
C -1.8827 -6.1516 17.2922
C -1.2050 -6.6731 16.1519
C 0.0116 -6.0987 15.7649
N 0.5099 -5.0403 16.4109
H 7.4283 -2.4227 16.0626
H 6.7861 -0.5719 17.7934
H 4.5078 -0.6548 18.7810
H 5.4667 -3.6358 15.0249
H 2.5178 -0.2644 19.1136
H 0.3342 -0.7405 20.2285
H -0.9874 -2.8397 19.4840
H -1.8318 -4.5633 18.7760
H -2.8923 -6.4998 17.5495
H -1.6470 -7.4937 15.6061
H 0.5452 -6.4843 14.8777
C 3.3012 -3.6296 10.9334
C 2.9765 -4.9515 11.6561
C 2.7300 -4.7844 13.0454
N 2.5799 -4.6019 14.1681
H 3.6787 -3.7565 9.8874
H 4.0852 -3.0997 11.4952
H 2.4232 -2.9288 10.8659
H 3.8102 -5.6282 11.5952
H 2.0977 -5.4782 11.2085
*
```

Results of the Löwdin charge analysis, in e, for atoms 1 through 6: 0.3223 -0.0189 -0.0296 0.0026 -0.2001 0.0600


Number 1: strongest force on any atom 4.37 eV/Å. Number 2: strongest force on any atom 1.31 eV/Å. Number 3: strongest force on any atom 1.10 eV/Å. Number 4: strongest force on any atom 2.55 eV/Å. Number 5: strongest force on any atom 2.60 eV/Å. Number 6: strongest force on any atom 3.28 eV/Å.